(1)
{"formula": "C5H14N2", "method": "the ωB97M-V functional and the def2-TZVPD basis", "species": ["C", "C", "C", "C", "C", "N", "N", "H", "H", "H", "H", "H", "H", "H", "H", "H", "H", "H", "H", "H", "H"], "positions_angstrom": [[-1.086, 1.811, -0.190], [0.368, 1.346, -0.154], [0.603, 0.051, 0.616], [-0.280, -1.054, 0.122], [0.296, -2.262, -0.334], [-0.696, -3.295, -0.747], [1.191, 2.437, 0.552], [-1.503, 1.730, -1.180], [-1.137, 2.868, 0.075], [-1.666, 1.311, 0.586], [0.758, 1.245, -1.171], [1.633, -0.263, 0.465], [0.386, 0.263, 1.681], [-1.321, -0.813, -0.034], [1.157, -2.737, 0.124], [-1.609, -2.854, -0.865], [-0.453, -3.707, -1.647], [-0.823, -4.065, -0.086], [1.582, 3.106, -0.117], [0.600, 2.848, 1.271], [2.000, 2.037, 1.032]], "lowdin_spin": [0.00, 0.02, 0.06, 0.38, 0.37, 0.05, 0.01, 0.00, 0.00, 0.00, 0.00, 0.00, 0.02, 0.03, 0.03, 0.00, 0.01, 0.01, 0.00, 0.00, 0.00], "max_force_ha_per_bohr": 0.0187, "mol_weight_g_mol": 102.2, "s2": 0.7541, "de_lowest_kj_mol": 192.99, "spin_multiplicity": 2, "charge": 1, "gap_ev": [4.547, 8.232]}


(2)
{"formula": "C5H14N2", "method": "the ωB97M-V functional and the def2-TZVPD basis", "species": ["C", "N", "C", "C", "C", "N", "C", "H", "H", "H", "H", "H", "H", "H", "H", "H", "H", "H", "H", "H", "H"], "positions_angstrom": [[0.230, 1.797, -2.653], [1.275, -0.997, -0.226], [0.725, -0.280, 0.736], [-0.735, -0.066, 0.849], [-1.672, -1.216, 0.415], [-1.318, -2.581, 0.772], [1.656, 0.541, 1.569], [0.401, 1.006, -1.931], [1.004, 2.542, -2.531], [0.224, 1.448, -3.673], [-0.731, 2.258, -2.462], [1.193, 0.070, -0.556], [-0.938, 0.782, 0.191], [-0.946, 0.330, 1.845], [-1.720, -1.200, -0.675], [-2.691, -1.003, 0.739], [-0.401, -2.823, 0.403], [-1.224, -2.684, 1.780], [1.200, 1.490, 1.826], [1.836, -0.031, 2.484], [2.631, 0.618, 1.098]], "lowdin_spin": [0.00, 0.76, 0.10, 0.04, 0.00, 0.01, 0.06, 0.00, 0.00, 0.00, 0.00, 0.01, 0.00, 0.00, 0.00, 0.00, 0.00, 0.00, 0.01, 0.00, 0.00], "max_force_ha_per_bohr": 0.0428, "mol_weight_g_mol": 102.2, "s2": 0.7551, "de_lowest_kj_mol": 303.52, "spin_multiplicity": 2, "charge": 1, "gap_ev": [8.187, 6.504]}


(3)
{"formula": "C5H14N2", "method": "the ωB97M-V functional and the def2-TZVPD basis", "species": ["C", "N", "C", "C", "C", "C", "N", "H", "H", "H", "H", "H", "H", "H", "H", "H", "H", "H", "H", "H", "H"], "positions_angstrom": [[2.724, 0.399, -0.010], [1.533, 0.055, 0.768], [-2.031, 1.297, 0.319], [-0.818, 0.583, 0.971], [0.294, 0.040, 0.034], [-0.042, -1.398, -0.451], [-1.257, -1.375, -1.313], [2.816, -0.392, -0.857], [3.634, 0.423, 0.614], [2.496, 1.408, -0.471], [1.799, -0.806, 1.256], [-2.517, 2.008, 0.975], [-2.799, 0.581, -0.008], [-1.733, 1.708, -0.647], [-0.269, 1.317, 1.531], [-1.244, -0.142, 1.666], [0.375, 0.616, -0.907], [0.751, -1.867, -1.026], [-0.177, -2.128, 0.348], [-1.487, -0.739, -2.057], [-2.049, -1.590, -0.735]], "lowdin_spin": [0.05, 0.46, 0.01, 0.03, 0.08, 0.07, 0.22, 0.03, 0.00, 0.01, 0.01, 0.00, 0.00, 0.00, 0.00, 0.00, 0.00, 0.01, 0.00, 0.01, 0.00], "max_force_ha_per_bohr": 0.0542, "mol_weight_g_mol": 102.2, "s2": 0.7573, "de_lowest_kj_mol": 127.16, "spin_multiplicity": 2, "charge": 1, "gap_ev": [11.646, 5.545]}